Formula: C5H10N2O
Source: the OMol25 dataset
Level of theory: ωB97M-V with the def2-TZVPD basis set

HOMO = -7.66 eV
Kohn-Sham gap = 8.4 eV
charge = 0
largest force on an atom = 3.8 eV Å⁻¹

Last column: natural (NBO) charge in e.
Element x y z (Å)
O -2.852 0.149 -0.538  -0.70
C -1.789 -0.314 0.310  0.13
C -0.595 0.635 0.702  -0.15
N 0.364 1.576 0.185  -0.62
C 1.447 0.807 -0.411  -0.22
C 1.659 -0.645 0.033  -0.22
N 0.518 -1.419 -0.181  -0.64
C -0.606 -0.510 -0.375  -0.11
H -3.689 0.352 0.070  0.48
H -2.006 -1.043 1.176  0.20
H -0.344 0.030 1.629  0.16
H -0.102 2.221 -0.420  0.37
H 2.423 1.333 -0.194  0.20
H 1.325 0.880 -1.527  0.17
H 1.926 -0.622 1.037  0.17
H 2.523 -1.002 -0.429  0.19
H 0.344 -2.241 0.336  0.37
H -0.546 -0.189 -1.404  0.21